(1)
# C6H8

A molecular structure, C6H8 (the ωB97M-V functional and the def2-TZVPD basis, the Open Molecules 2025 dataset).

XYZ file:
```
14
C6H8 the ωB97M-V functional and the def2-TZVPD basis
C -0.21346 2.41706 -0.29855
C 0.58901 2.03261 -1.20048
C 0.31968 0.92133 0.42297
C -0.47099 -0.32233 0.10153
C 0.05239 -1.65798 0.57581
C 0.06362 -1.31212 -0.88920
H -0.94277 3.03184 0.13612
H 1.39842 0.72469 0.46991
H 0.04345 1.29614 1.41736
H -1.55125 -0.18456 0.12445
H -0.66774 -2.39295 0.93224
H 1.00414 -1.66825 1.10524
H 1.01822 -1.06947 -1.35232
H -0.64273 -1.81600 -1.54509
```

Values from the calculation:
- LUMO energy: 1.0003 eV
- Relative energy (zero: lowest compared OMol25 entry of this formula, charge and spin): 97.77 kcal/mol
- Total energy: -233.23120 Ha
- HOMO-LUMO gap: 11.11 eV

Atom charges from the Löwdin analysis, given in e for atoms 1 to 6:
1. C -0.131
2. C 0.065
3. C -0.186
4. C -0.330
5. C -0.121
6. C -0.124

(2)
# C42H62N10O14

10 unconnected molecules or ions with the total composition C42H62N10O14 (the ωB97M-V functional and the def2-TZVPD basis, the Open Molecules 2025 dataset).

XYZ file:
```
128
C42H62N10O14 the ωB97M-V functional and the def2-TZVPD basis
O 0.50921 4.58683 2.96907
N -0.20897 3.87061 2.22312
O -0.34888 2.65019 2.46503
C -1.20325 4.50773 1.35351
C -2.39461 3.73360 0.71467
C -3.33229 4.44702 -0.18380
C -3.38176 5.99641 -0.29795
C -2.34262 6.66628 0.37693
C -1.24379 5.99987 1.26883
H -2.39794 2.76027 0.82773
H -4.32295 4.03128 -0.72353
H -4.11185 6.52319 -0.71190
H -2.26127 7.70310 0.45353
H -0.66421 6.53792 1.96190
O -7.25431 -5.78973 -2.16192
N -7.25363 -4.57223 -2.08230
O -8.19709 -3.79610 -2.44783
C -6.11845 -3.94116 -1.23615
C -5.91311 -2.38873 -1.15071
C -4.85577 -1.82039 -0.28690
C -3.96117 -2.84632 0.57724
C -4.11468 -4.26103 0.37326
C -5.18884 -4.82893 -0.61311
H -6.59650 -1.79092 -1.75886
H -4.59728 -0.80415 -0.15835
H -3.23430 -2.48237 1.35878
H -3.73850 -5.03902 1.00593
H -5.30107 -5.89423 -0.81085
O -2.37151 0.44070 0.00453
N -1.22800 0.00453 -0.55915
O -0.92507 0.26384 -1.68261
C 0.00357 -0.45686 0.17066
C 1.25038 -0.91731 -0.40826
C 2.52429 -1.31975 0.44324
C 2.41978 -0.95620 1.81777
C 1.30649 -0.46027 2.47481
C 0.04909 -0.13564 1.72451
H 1.13030 -1.03168 -1.71197
H 3.42862 -1.73039 0.09314
H 3.29169 -1.07605 2.33811
H 1.15727 -0.10176 3.60230
H -0.78533 0.37990 2.26750
O 0.76393 -8.20021 6.15448
N 1.04105 -8.02328 4.89102
O 1.70099 -8.82789 4.18539
C 0.68512 -6.79978 4.20663
C 1.36802 -6.42551 2.98367
C 1.00820 -5.09082 2.33040
C 0.09865 -4.15428 3.04277
C -0.64647 -4.54661 4.19865
C -0.38656 -5.86017 4.86192
H 2.05063 -7.01389 2.45431
H 1.63677 -4.84674 1.47013
H 0.02533 -3.13581 2.68468
H -1.44068 -3.87523 4.76168
H -0.66010 -6.14974 5.72994
C 0.88078 2.91286 -5.90301
N 0.25078 1.68546 -6.03533
C 0.22344 0.65374 -4.87636
C -0.20087 1.32014 -7.24891
O -0.85134 0.17389 -7.42527
H 1.70551 2.90692 -6.59173
H 1.37404 2.98782 -4.71852
H 0.03011 3.77992 -5.77207
H 0.58328 -0.17909 -5.50143
H -0.41249 0.55019 -4.29420
H 1.10293 1.02539 -4.31914
H 0.06490 1.96211 -7.98894
C -3.69759 0.64306 -6.04768
N -4.66179 0.61747 -4.90782
C -5.97690 0.35226 -5.11497
C -4.01137 1.00533 -3.82449
O -4.76636 1.24718 -2.82888
H -2.76784 0.01987 -5.90419
H -3.22969 1.67263 -6.14441
H -4.21266 0.42932 -6.87111
H -6.22464 -0.62145 -5.53662
H -6.35236 1.03805 -6.04043
H -6.64537 0.26123 -4.10018
H -2.71878 1.17219 -3.88069
C 2.48852 2.71746 0.74422
N 2.02500 3.63684 -0.25762
C 1.15210 3.08782 -1.27366
C 2.43345 4.88329 -0.16008
O 2.39897 5.73298 -1.13352
H 2.12743 1.70796 0.61655
H 2.40530 3.21201 1.68181
H 3.65150 2.53274 0.77955
H 0.75365 3.93309 -2.06532
H 0.19609 2.63518 -0.96211
H 1.69510 2.36765 -1.90249
H 3.13027 5.17557 0.78736
C 3.71980 1.87906 4.26518
N 5.14371 2.20765 3.81425
C 6.03322 1.16294 3.29216
C 5.70040 3.37472 4.11657
O 6.88943 3.55712 3.84602
H 3.62386 1.62586 5.35111
H 3.08674 1.13411 3.74997
H 2.88876 2.86028 4.05186
H 6.86559 1.08692 3.83074
H 6.40242 1.24205 2.23209
H 5.56753 0.06446 3.35968
H 5.20785 4.01818 4.48594
C 3.74545 -5.51999 -4.24952
N 3.26473 -4.19202 -4.61857
C 2.84425 -3.86037 -6.05464
C 3.25620 -3.30849 -3.58832
O 2.59361 -2.27825 -3.70318
H 3.56794 -6.02282 -3.35408
H 4.84465 -5.56994 -4.21250
H 3.66740 -6.19690 -5.15651
H 2.76035 -4.81351 -6.70546
H 3.62780 -3.18985 -6.58294
H 1.92003 -3.36731 -6.02652
H 3.65150 -3.54366 -2.56933
C 0.94555 3.74847 6.54340
N 0.83018 2.31545 6.24210
C 1.66894 1.35474 7.04872
C -0.17943 1.93096 5.41744
O -0.42692 0.72976 5.19921
H 0.14262 4.24047 6.08269
H 1.90165 4.11261 6.62432
H 0.88533 3.87123 7.52935
H 2.60455 1.76051 7.32856
H 2.07549 0.51271 6.37726
H 1.17444 1.38436 8.13683
H -0.90531 2.73733 5.08216
```

Values from the calculation:
- LUMO energy: -1.6704 eV
- Relative energy (zero: lowest compared OMol25 entry of this formula, charge and spin): 529.07 kcal/mol
- SMILES string: O=[N+]([O-])c1ccccc1.O=[N+]([O-])c1ccccc1.O=[N+]([O-])c1ccccc1.O=[N+]([O-])c1ccccc1.CN(C)C=O.CN(C)C=O.CN(C)C=O.CN(C)C=O.CN(C)C=O.CN(C)C=O
- Total energy: -3237.25605 Ha
- HOMO-LUMO gap: 7.10 eV

Atom charges from the Löwdin analysis, given in e for atoms 1 to 6:
1. O 0.022
2. N -0.307
3. O 0.021
4. C -0.083
5. C 0.045
6. C 0.002

(3)
# C3H10NO2

2 unconnected molecules or ions with the total composition C3H10NO2 (the ωB97M-V functional and the def2-TZVPD basis, the Open Molecules 2025 dataset).

XYZ file:
```
16
C3H10NO2 the ωB97M-V functional and the def2-TZVPD basis
O 1.49391 -1.43360 1.09975
C 0.55617 -0.74630 1.34953
C -0.01779 0.28098 0.33902
C 0.04476 1.71544 0.85449
N 0.66184 0.14090 -1.01801
H -0.03607 -0.97187 2.27415
H -1.03489 -0.13630 0.22624
H -0.52902 1.77106 1.78428
H -0.24054 2.44256 0.09264
H 1.07605 1.93575 1.15741
H 1.66086 -0.08020 -0.95234
H 0.65876 1.05559 -1.48293
H 0.12720 -0.51322 -1.60835
H -2.43606 -0.92373 -2.33073
H -1.92659 0.47078 -2.24920
O -2.03085 -0.32141 -1.68505
```

Values from the calculation:
- LUMO energy (spin up / spin down): -10.7057 / -14.6251 eV
- Net charge: +2
- Relative energy (zero: lowest compared OMol25 entry of this formula, charge and spin): 24.94 kcal/mol
- ⟨S²⟩: 0.76
- Multiplicity: 2
- Total energy: -324.74039 Ha
- HOMO-LUMO gap (spin up / spin down): 9.65 / 5.73 eV

Atom charges from the Löwdin analysis, given in e for atoms 1 to 6:
1. O 0.420
2. C 0.048
3. C -0.223
4. C 0.034
5. N 0.252
6. H 0.246

(4)
# C20H26Br4IrO2Si

A molecular structure, C20H26Br4IrO2Si (the ωB97M-V functional and the def2-TZVPD basis, the Open Molecules 2025 dataset).

XYZ file:
```
54
C20H26Br4IrO2Si the ωB97M-V functional and the def2-TZVPD basis
Ir -1.68379 -0.43236 0.57696
C -0.89554 -2.46375 0.70492
C -1.08541 -1.89918 2.02181
C -2.48519 -1.61310 2.20370
C -3.14957 -1.92528 0.98547
C -2.16099 -2.46128 0.06003
C -2.41499 -2.96698 -1.32203
C -4.60386 -1.71350 0.72331
C -3.13085 -0.97741 3.39621
C -0.02449 -1.68317 3.04782
C 0.35389 -3.07287 0.15758
H -1.64661 -2.61816 -2.01026
H -3.38140 -2.63742 -1.69769
H -2.40431 -4.05960 -1.32729
H -4.94303 -0.78777 1.18640
H -5.19017 -2.53868 1.13417
H -4.80902 -1.64864 -0.34347
H -3.49826 0.02037 3.15172
H -2.42760 -0.88640 4.22201
H -3.97432 -1.57833 3.73932
H -0.19502 -0.75721 3.59477
H 0.96003 -1.62518 2.58762
H -0.01994 -2.50781 3.76451
H 0.49112 -2.82412 -0.89358
H 0.30407 -4.16094 0.24351
H 1.23674 -2.73001 0.69312
Br -2.70135 6.32481 -0.58883
C -2.04819 4.55876 -0.65847
C -1.02684 4.21506 -1.54924
Br -0.27508 5.51075 -2.69253
C -0.54706 2.90726 -1.58662
Br 0.84664 2.35432 -2.72254
C -1.09007 1.94766 -0.74339
O -0.70555 0.66613 -0.72727
C -2.10644 2.29278 0.14863
O -2.55995 1.30269 0.91976
C -2.58489 3.59495 0.19304
Br -3.95718 3.96313 1.42710
C 3.94268 0.08647 -3.02375
Si 4.23604 0.79200 -1.31400
C 5.72263 -0.08036 -0.56335
C 4.60473 2.62648 -1.39350
C 2.74619 0.50291 -0.26171
H 4.81647 0.23936 -3.66109
H 3.08291 0.54102 -3.51856
H 3.76036 -0.98924 -2.96339
H 6.61669 0.10724 -1.16327
H 5.56671 -1.16015 -0.52036
H 5.92239 0.27000 0.45149
H 5.52521 2.81485 -1.95122
H 4.73328 3.03575 -0.38879
H 3.79343 3.17471 -1.87499
H 2.62499 0.93320 0.72927
H 1.83976 0.01625 -0.60307
```

Values from the calculation:
- LUMO energy (spin up / spin down): -0.3741 / -0.3828 eV
- Relative energy (zero: lowest compared OMol25 entry of this formula, charge and spin): 16.41 kcal/mol
- ⟨S²⟩: 0.75
- Multiplicity: 2
- Total energy: -11618.05648 Ha
- HOMO-LUMO gap (spin up / spin down): 7.46 / 7.45 eV

Atom charges from the Löwdin analysis, given in e for atoms 1 to 6:
1. Ir 1.506
2. C -0.321
3. C -0.314
4. C -0.313
5. C -0.320
6. C -0.317

(5)
# C17H27N8O7SZr

A molecular structure, C17H27N8O7SZr (the ωB97M-V functional and the def2-TZVPD basis, the Open Molecules 2025 dataset).

XYZ file:
```
61
C17H27N8O7SZr the ωB97M-V functional and the def2-TZVPD basis
Zr 0.08183 -1.19961 0.54711
C 1.72980 1.41662 5.27221
C 1.36339 0.90674 3.91287
N 1.08670 1.63814 2.90060
O 1.07872 2.98526 3.05992
C 1.31088 -0.55676 3.62997
C 1.81134 -1.55569 4.60911
N 0.83363 -0.90190 2.49141
O 0.84990 -2.21865 2.05300
H 2.42712 2.25494 5.20394
H 2.22536 0.65558 5.86680
H 0.84301 1.74036 5.82304
H 1.28804 3.23814 3.97649
H 1.30592 -1.42126 5.56701
H 2.87831 -1.39500 4.78692
H 1.65581 -2.56934 4.25563
C -2.29486 -2.57545 -3.14338
C -1.19182 -1.78206 -3.83391
S -0.80722 -0.31475 -2.92236
O -0.25397 -0.74480 -1.59831
O -1.92275 0.57115 -2.82158
C 0.53699 0.50035 -3.75692
C 1.92983 -0.13895 -3.66613
N 2.49262 -0.09366 -2.31367
C 2.93461 1.03558 -1.66774
N 3.08666 0.82630 -0.37198
C 2.74913 -0.46681 -0.14018
C 2.37896 -1.04188 -1.33977
N 1.89375 -2.35708 -1.53194
O 1.19676 -2.78381 -0.56112
O 2.09681 -2.98842 -2.51641
C 3.23836 2.31070 -2.36117
H -2.51292 -3.45202 -3.75091
H -3.20708 -1.98741 -3.05994
H -1.98865 -2.92418 -2.15726
H -1.49918 -1.41777 -4.81736
H -0.26382 -2.34975 -3.93764
H 0.51639 1.51173 -3.34565
H 0.22827 0.57088 -4.80334
H 2.59641 0.41973 -4.32226
H 1.94072 -1.16768 -4.01795
H 2.93950 -0.95983 0.80578
H 3.97316 2.14878 -3.15246
H 3.66112 3.00120 -1.63664
H 2.35553 2.77138 -2.80717
C -4.73713 -1.29082 0.64818
N -3.74035 -0.19688 0.67649
C -4.14776 1.11841 0.63231
C -3.26773 2.13690 0.66055
C -1.87698 1.82938 0.76281
N -1.50203 0.53046 0.77480
C -2.43117 -0.43493 0.72525
O -1.93658 -1.63673 0.71543
N -0.95295 2.76240 0.84531
H -5.49970 -1.08369 1.39456
H -4.24218 -2.22623 0.88283
H -5.18773 -1.34149 -0.34054
H -5.21741 1.27188 0.58138
H -3.61105 3.16052 0.63488
H -1.21568 3.73591 0.88382
H -0.00668 2.52587 1.11527
```

Values from the calculation:
- LUMO energy: -10.3988 eV
- Net charge: +3
- Relative energy (zero: lowest compared OMol25 entry of this formula, charge and spin): 0.00 kcal/mol
- Total energy: -2073.01184 Ha
- HOMO-LUMO gap: 7.56 eV

Atom charges from the Löwdin analysis, given in e for atoms 1 to 6:
1. Zr 1.985
2. C 0.013
3. C -0.248
4. N 0.027
5. O 0.005
6. C -0.207

(6)
# C4H7N3O

C4H7N3O in the gas phase (the ωB97M-V functional and the def2-TZVPD basis, the Open Molecules 2025 dataset).

XYZ file:
```
15
C4H7N3O the ωB97M-V functional and the def2-TZVPD basis
C 1.33606 -0.58620 1.57549
C 0.74058 -0.02512 0.29378
N 0.46612 -1.06609 -0.64520
C -0.32302 -0.82358 -1.60978
N -0.97182 0.37242 -1.77907
N -1.31950 1.04558 -0.47000
C -0.56466 0.84511 0.62013
O -0.82177 1.25161 1.72810
H 0.64154 -1.29301 2.02972
H 1.52300 0.22026 2.28155
H 2.26815 -1.10346 1.34729
H 1.42691 0.70518 -0.16719
H -0.53182 -1.60298 -2.33189
H -1.74372 0.40494 -2.43350
H -2.12606 1.65534 -0.43945
```

Values from the calculation:
- LUMO energy: 0.6360 eV
- Relative energy (zero: lowest compared OMol25 entry of this formula, charge and spin): 37.48 kcal/mol
- SMILES string: C[C@H]1N=CNNC1=O
- Total energy: -396.08868 Ha
- HOMO-LUMO gap: 9.60 eV

Atom charges from the Löwdin analysis, given in e for atoms 1 to 6:
1. C -0.062
2. C -0.324
3. N 0.071
4. C -0.236
5. N 0.057
6. N 0.110